Here is a molecular structure, C14H22GaO5P from the OMol25 dataset. Energies are from ωB97M-V/def2-TZVPD.

Last column: Mulliken charge in e.
CARTESIAN COORDINATES (ANGSTROEM)
Ga 1.656 1.079 -0.834  0.58
P -0.013 0.109 0.192  1.32
O 0.292 0.757 -6.070  -0.16
O 3.864 -2.136 -1.431  -0.18
O -1.115 2.427 -2.902  -0.31
O 2.236 2.674 -3.655  -0.24
O 3.076 2.630 2.053  -0.16
C -0.018 -1.913 -1.804  -1.23
C 1.399 -1.907 1.660  -1.21
C 0.678 -0.581 1.762  0.71
C 3.045 -1.522 -0.934  0.10
C -2.547 0.931 0.894  -1.68
C 1.234 2.563 -2.932  0.35
C -0.478 -0.781 2.713  -1.48
C -1.153 1.484 0.513  0.38
C -0.047 -0.097 -5.386  0.16
C 0.036 2.186 -2.486  0.45
C -1.697 -2.074 0.041  -1.94
C -0.668 2.461 1.607  -1.50
C -0.890 -1.099 -0.795  0.50
C 2.656 2.273 1.041  0.18
H 0.701 -2.752 1.435  0.19
H -0.684 -2.642 -2.312  0.45
H -0.857 2.020 2.576  0.29
H 0.451 -1.292 -2.595  0.21
H 1.348 0.180 2.134  0.31
H 3.184 1.095 -0.570  -0.19
H -2.424 -1.573 0.682  0.34
H -1.307 3.329 1.501  0.53
H -1.567 -0.465 -1.393  0.62
H -2.280 -2.692 -0.654  0.57
H -3.161 1.819 1.046  0.52
H -1.007 0.135 3.033  0.27
H -0.045 -1.256 3.618  0.54
H 2.248 -1.963 0.944  0.12
H -1.079 -2.757 0.637  0.28
H -2.501 0.379 1.832  0.35
H 1.815 -2.133 2.669  0.52
H -2.996 0.330 0.100  0.37
H -1.218 -1.514 2.310  0.26
H -1.301 2.033 -0.461  0.21
H 0.366 2.756 1.509  0.32
H 0.767 -2.500 -1.287  0.27

Output
DFT total energy   -86753.248 eV
LUMO (alpha / beta)   -10.63 / -10.92 eV
Total charge   +2
Strongest force on any atom   9.552 eV/Å
Kohn-Sham gap (alpha / beta)   6.69 / 6.48 eV
HOMO (alpha / beta)   -17.33 / -17.40 eV



Here is a molecular structure, C14H22GeIN4O3PdS3 from the OMol25 dataset. Energies are from ωB97M-V/def2-TZVPD.

Last column: Mulliken charge in e.
CARTESIAN COORDINATES (ANGSTROEM)
I 2.031 2.062 0.802  0.13
Pd 0.105 -0.440 -0.448  0.28
Ge 0.406 0.771 -3.310  0.75
S -0.241 -2.282 -2.929  -0.25
S 2.862 -2.519 -0.247  1.04
S -1.933 0.573 0.056  -0.41
O 3.618 -1.318 -0.134  -0.58
O 0.790 -0.895 1.729  -0.54
O 2.759 -3.394 0.884  -0.69
N 2.519 -1.240 3.092  -0.27
N -4.024 -0.559 1.138  -0.41
N -2.045 -1.615 1.606  -0.29
N 1.311 -2.183 -0.795  -0.43
C 3.312 -3.441 -1.667  0.25
C 3.518 -4.798 -4.026  -0.60
C 4.591 -4.771 -3.134  -0.61
C -0.588 -0.634 -2.286  -0.85
C 1.851 1.048 2.660  -1.00
C 1.685 -0.430 2.447  0.48
C 4.505 -4.084 -1.930  -0.75
C -0.314 2.493 -2.724  -1.08
C 0.117 0.460 -5.222  -1.19
C 2.327 0.582 -2.952  -0.93
C -2.698 -0.632 0.998  0.79
C 2.242 -3.461 -2.539  0.52
C 1.150 -2.650 -2.007  0.83
C 2.332 -4.136 -3.749  -0.83
H 3.620 -5.339 -4.957  0.41
H -4.525 -1.132 1.796  0.19
H -0.878 0.775 -5.538  0.36
H -2.537 -2.306 2.148  0.23
H 5.334 -4.055 -1.236  0.49
H 5.506 -5.289 -3.386  0.42
H -0.110 2.654 -1.664  0.23
H 3.292 -0.876 3.622  0.20
H 0.236 -0.598 -5.459  0.36
H 2.568 0.455 -1.897  0.06
H -1.394 2.530 -2.871  0.34
H 2.509 -2.223 2.853  0.28
H 2.738 -0.270 -3.498  0.30
H -1.664 -0.485 -2.373  0.80
H 2.723 1.296 3.255  0.52
H -4.531 0.152 0.640  0.23
H 0.847 1.021 -5.808  0.40
H -1.032 -1.602 1.637  0.24
H 0.130 3.316 -3.285  0.38
H 2.842 1.477 -3.307  0.42
H 0.953 1.437 3.135  0.35
H 1.513 -4.145 -4.455  0.42

Output
DFT total energy   -127576.293 eV
LUMO   -3.43 eV
Total charge   +1
Energy relative to the best compared isomer or geometry (same formula, charge and spin)   2.4 kcal/mol
Strongest force on any atom   1.224 eV/Å
Kohn-Sham gap   7.90 eV
HOMO   -11.33 eV



Here is a molecular structure, C14H22I2NO3P2S2Ti from the OMol25 dataset. Energies are from ωB97M-V/def2-TZVPD.

Last column: Mulliken charge in e.
CARTESIAN COORDINATES (ANGSTROEM)
I -1.277 0.086 -3.592  0.09
I -3.068 0.079 -1.782  0.10
Ti 0.567 -0.298 0.686  -0.14
S 3.211 0.658 5.333  1.12
S 2.429 -1.051 1.608  -0.07
P 0.134 2.185 0.101  1.01
P -0.207 -2.600 -0.383  1.15
O 2.677 1.986 5.536  -0.53
O -1.424 0.220 3.118  -0.07
O 4.411 0.291 6.026  -0.53
N 3.262 0.274 3.750  -0.46
C 0.333 -1.912 4.459  0.38
C 1.403 -3.293 -0.899  -1.28
C -0.760 0.006 2.151  0.48
C 0.129 -1.542 6.835  -0.53
C 2.396 -0.647 3.422  0.13
C 1.901 -0.496 5.627  0.04
C -0.617 -3.709 1.006  -1.31
C -1.229 -3.451 -1.661  -1.20
C 1.769 2.701 -0.574  -1.20
C -0.324 -2.150 5.655  -0.80
C 0.076 3.286 1.625  -1.26
C 1.485 -1.112 4.452  0.75
C -1.027 3.264 -0.921  -1.07
C 1.243 -0.678 6.831  -0.71
H 0.870 2.995 2.336  0.42
H -0.891 3.110 2.125  0.41
H 0.170 -3.784 1.766  0.43
H -2.295 -3.291 -1.488  0.42
H 1.553 -0.137 7.719  0.48
H -1.014 -3.126 -2.683  0.37
H -0.835 4.352 -0.767  0.44
H 1.946 2.090 -1.474  0.43
H 1.754 3.773 -0.852  0.38
H -2.062 3.026 -0.630  0.36
H -0.417 -1.732 7.764  0.43
H 1.865 -2.638 -1.640  0.40
H -1.038 -4.531 -1.618  0.48
H 2.569 2.488 0.158  0.44
H -1.227 -2.779 5.657  0.43
H -0.811 -4.733 0.631  0.45
H 0.016 -2.386 3.532  0.15
H -0.949 3.023 -1.994  0.33
H 2.068 -3.410 -0.045  0.46
H 0.170 4.348 1.306  0.42
H 1.249 -4.272 -1.363  0.39
H -1.534 -3.338 1.493  0.39

Output
DFT total energy   -102039.302 eV
LUMO (alpha / beta)   -13.97 / -13.98 eV
Total charge   +3
Strongest force on any atom   11.697 eV/Å
Kohn-Sham gap (alpha / beta)   4.01 / 4.00 eV
HOMO (alpha / beta)   -17.98 / -17.98 eV



Here is C14H22N2O in the gas phase from the OMol25 dataset. Energies are from ωB97M-V/def2-TZVPD.

Last column: Mulliken charge in e.
CARTESIAN COORDINATES (ANGSTROEM)
O -2.134 1.377 2.553  -0.42
N 0.084 -0.101 1.389  0.83
N -0.449 -1.285 1.857  -0.51
C 0.785 -0.124 0.065  -0.26
C -1.800 -1.856 1.686  -0.60
C 2.339 0.880 -4.126  -0.87
C 0.759 0.385 -2.376  0.24
C 0.062 0.633 -1.073  -0.64
C 0.965 -1.121 -4.314  -0.81
C 1.823 1.143 -2.875  -0.40
C 0.460 -0.800 -3.059  -0.07
C -0.929 1.176 3.341  -0.71
C 1.921 -0.280 -4.790  -0.33
C -2.987 0.293 2.660  -0.67
C -2.816 -0.664 1.492  -0.24
C 0.303 0.957 2.369  -0.74
C 2.296 0.311 0.286  -1.64
H -2.094 -2.463 2.496  0.43
H -1.755 -2.380 0.639  0.23
H 2.255 -0.496 -5.670  0.53
H 0.265 1.660 -0.901  0.39
H -0.076 -1.544 -2.507  0.38
H 0.279 -1.958 2.030  0.24
H 1.999 1.997 -2.321  0.49
H 1.216 0.688 2.949  0.33
H -2.410 -0.202 0.532  -0.09
H -1.054 0.357 4.069  0.30
H -1.017 0.450 -1.202  0.27
H 2.726 -0.266 1.134  0.42
H -3.806 -1.059 1.290  0.43
H 0.633 -2.017 -4.928  0.30
H 2.962 1.620 -4.540  0.40
H 0.906 -1.173 -0.071  0.44
H -0.687 2.089 3.858  0.44
H -3.941 0.747 2.784  0.43
H 2.382 1.375 0.510  0.32
H 2.896 0.083 -0.587  0.50
H 0.526 1.870 1.820  0.31
H -2.882 -0.300 3.532  0.35

Output
DFT total energy   -19898.928 eV
LUMO   0.96 eV
Total charge   0
Energy relative to the best compared isomer or geometry (same formula, charge and spin)   92.0 kcal/mol
Strongest force on any atom   5.878 eV/Å
Kohn-Sham gap   8.77 eV
Structure (SMILES)   C[C@H](Cc1ccccc1)N1CCOCCCN1
HOMO   -7.82 eV



Here is C14H22N2O3S in the gas phase from the OMol25 dataset. Energies are from ωB97M-V/def2-TZVPD.

Last column: Mulliken charge in e.
CARTESIAN COORDINATES (ANGSTROEM)
S -2.844 -0.199 1.921  -0.23
O 1.000 3.513 1.299  -0.69
O 1.030 -0.744 -0.528  -0.68
O 0.375 2.600 -0.662  -0.21
N -1.475 -2.457 0.509  -0.25
N -0.733 0.514 0.358  0.30
C 3.071 1.917 -1.640  -0.89
C -0.116 -0.544 -0.243  0.17
C -0.314 1.514 1.252  -0.29
C 1.149 3.540 -1.405  -0.58
C 2.070 2.802 -2.372  -0.42
C -2.064 -0.052 0.291  -0.24
C -1.309 0.038 2.903  -0.66
C -0.634 1.325 2.549  1.39
C -0.884 -4.278 -1.156  -0.43
C 0.427 2.657 0.668  0.21
C -1.443 -1.312 -0.365  -0.18
C -0.006 -3.810 -2.312  -1.11
C -0.576 -3.546 0.165  -0.65
C -0.402 2.301 3.645  -1.77
H 2.557 1.112 -1.119  0.08
H 0.203 1.839 4.425  0.37
H -0.678 -0.823 2.672  0.28
H -0.632 -4.249 1.001  0.40
H 1.726 4.151 -0.703  0.40
H -1.786 -1.492 -1.395  0.40
H 0.107 3.185 3.276  0.35
H -1.357 2.584 4.089  0.36
H -0.293 -4.312 -3.234  0.38
H 3.638 2.498 -0.915  0.32
H 1.462 2.190 -3.041  0.27
H 3.767 1.473 -2.348  0.36
H 0.447 4.181 -1.949  0.27
H -1.616 0.009 3.945  0.52
H -1.939 -4.132 -1.407  0.28
H 0.436 -3.138 0.132  0.28
H -2.746 0.521 -0.342  0.34
H 2.592 3.552 -2.970  0.37
H -2.430 -2.798 0.589  0.28
H -0.084 -2.737 -2.462  0.22
H 1.036 -4.041 -2.106  0.31
H -0.732 -5.349 -1.014  0.36

Output
DFT total energy   -34832.548 eV
LUMO   0.52 eV
Total charge   0
Energy relative to the best compared isomer or geometry (same formula, charge and spin)   23.7 kcal/mol
Strongest force on any atom   0.744 eV/Å
Kohn-Sham gap   9.28 eV
Structure (SMILES)   CCCN[C@@H]1C(=O)N2C(C(=O)OCCC)=C(C)CS[C@H]12
HOMO   -8.76 eV